Record 1
Below is C5H7N in the gas phase in a non-equilibrium geometry, with properties calculated with the ωB97M-V functional and the def2-TZVPD basis.

Geometry as XYZ:
```
13
Properties=species:S:1:pos:R:3:forces:R:3
N 0.9332 -0.4901 -0.7236 0.0 -0.3 -0.1
C -1.1741 -0.8066 0.1383 0.1 -0.1 0.0
C -0.0362 -1.3907 -0.2211 -0.3 -0.1 0.1
C 1.4751 0.3608 0.3206 0.0 0.2 0.2
C -1.0391 0.7071 0.0294 0.1 0.0 0.0
C 0.3730 0.8468 -0.6037 0.0 0.1 0.1
H 0.4924 1.5287 -1.4487 0.2 -0.2 0.3
H -2.0496 -1.3357 0.4934 0.1 0.2 0.1
H 2.5654 0.3744 0.3214 -0.3 1.0 -0.4
H 1.0693 0.2769 1.3285 0.1 -0.5 0.0
H 0.3064 -2.4132 -0.1223 -0.4 -0.1 -0.1
H -1.0539 1.1708 1.0260 -0.1 -0.1 -0.1
H -1.8590 1.1790 -0.5286 0.4 -0.1 -0.2
```
Positions in Å, forces in eV/Å.

Calculated values
**ΔE to the lowest compared entry with this formula, charge and spin**: 49.6 kcal per mole
**LUMO level**: 1.21 eV
**SMILES string**: C1=CN2C[C@@H]2C1
**Largest force on an atom**: 1.14 eV/A

Record 2
Below is C5H7N in the gas phase in a non-equilibrium geometry, with properties calculated with the ωB97M-V functional and the def2-TZVPD basis.

Geometry as XYZ:
```
13
Properties=species:S:1:pos:R:3:forces:R:3
N -1.3216 -0.7916 -0.3202 -0.2 0.1 0.8
C -0.2448 1.2613 -0.7362 0.3 0.4 -0.1
C -0.0988 -0.0803 -0.0554 0.3 0.4 -0.1
C 2.3327 -1.1301 -0.0828 -1.6 0.6 -0.1
C -0.9817 -0.1312 1.1219 -0.5 -0.4 -0.7
C 1.1970 -0.7035 -0.0827 1.7 -0.6 -0.1
H 0.3428 2.0154 -0.2177 0.2 0.2 -0.2
H 3.3324 -1.4803 -0.1079 0.1 -0.1 0.0
H -1.3074 1.5471 -0.7181 0.4 -0.1 0.0
H -1.0534 -1.7981 -0.3992 -0.7 0.8 1.2
H -1.1970 0.9157 1.4278 -1.3 -0.9 -0.7
H -1.1142 -0.8081 1.9523 1.1 -0.4 -0.2
H 0.0565 1.1601 -1.7779 0.1 0.2 0.0
```
Positions in Å, forces in eV/Å.

Calculated values
**ΔE to the lowest compared entry with this formula, charge and spin**: 90.7 kcal per mole
**LUMO level**: 1.09 eV
**SMILES string**: C#C[C@]1(C)CN1
**Largest force on an atom**: 1.82 eV/A

Record 3
Below is a gas-phase ion, C5H7N2 (charge +1) in a non-equilibrium geometry, with properties calculated with the ωB97M-V functional and the def2-TZVPD basis.

Geometry as XYZ:
```
14
Properties=species:S:1:pos:R:3:forces:R:3
N 3.0132 -0.1811 -0.4326 3.1 0.5 -2.2
N -2.6383 0.3914 -0.0498 -3.7 0.6 -0.4
C -3.8100 -0.0077 -0.4297 1.9 -0.8 1.6
C -1.5136 -0.1335 0.2962 -2.6 0.3 -1.6
C -0.3499 -0.3437 0.2382 4.5 -0.9 1.7
C 1.8959 0.3765 -0.2984 -1.5 2.7 -2.6
C 0.9941 -0.0073 0.7878 0.0 -0.7 0.0
H -4.0709 -1.0879 -0.4975 0.2 0.7 -0.3
H -4.6094 0.7238 -0.4773 0.2 0.1 -0.4
H 1.5667 -0.7636 1.3632 -0.9 -0.1 -0.1
H 0.8963 0.8404 1.4679 0.0 0.3 0.0
H 1.5837 1.1378 -1.0982 0.5 -1.0 1.4
H 3.8798 -0.0575 -1.0687 -2.5 0.4 0.8
H 3.1623 -0.8874 0.1989 0.9 -2.2 2.0
```
Positions in Å, forces in eV/Å.

Calculated values
**ΔE to the lowest compared entry with this formula, charge and spin**: 118.8 kcal per mole
**Total charge**: +1
**LUMO level**: -4.79 eV
**SMILES string**: C=NC#CCC=[NH2+]
**Largest force on an atom**: 4.88 eV/A

Record 4
Below is a gas-phase ion, C5H7N2 (charge +1) in a non-equilibrium geometry, with properties calculated with the ωB97M-V functional and the def2-TZVPD basis.

Geometry as XYZ:
```
14
Properties=species:S:1:pos:R:3:forces:R:3
N -0.0887 -0.1713 -0.5615 -0.7 -0.7 3.2
N 0.0813 0.1790 1.5356 0.7 -0.2 -2.6
C -1.0221 1.7761 0.2983 0.2 -0.2 -0.3
C 0.8411 -0.9372 -1.1470 1.1 -0.3 -1.1
C -0.6609 1.2156 1.5357 -0.3 0.5 0.4
C 1.0141 -2.2267 -0.8013 -0.4 0.3 0.1
C -0.6268 0.9909 -0.7706 -0.5 1.0 0.1
H 0.1908 -0.5294 2.2437 -0.3 -0.1 0.4
H -0.8045 1.3298 -1.7887 0.3 -0.1 -0.1
H 1.7512 -2.8406 -1.2879 0.2 0.0 -0.1
H -1.5581 2.6990 0.1921 -0.1 0.1 0.0
H -1.0358 1.6637 2.4545 -0.1 -0.2 0.1
H 1.4836 -0.4672 -1.8934 0.0 -0.1 0.1
H 0.4349 -2.6816 -0.0094 -0.1 0.0 0.0
```
Positions in Å, forces in eV/Å.

Calculated values
**ΔE to the lowest compared entry with this formula, charge and spin**: 113.0 kcal per mole
**Total charge**: +1
**LUMO level (spin up / spin down)**: -6.81 / -6.83 eV
**Largest force on an atom**: 3.37 eV/A

Record 5
Below is a gas-phase ion, C5H7N2 (charge +1) in a non-equilibrium geometry, with properties calculated with the ωB97M-V functional and the def2-TZVPD basis.

Geometry as XYZ:
```
14
Properties=species:S:1:pos:R:3:forces:R:3
N 1.0995 -0.6824 0.0631 -4.7 2.7 0.4
N -1.0234 0.0451 0.9543 -2.1 2.7 -5.0
C 0.1504 0.2525 0.1995 3.9 -2.2 -1.8
C 0.4484 1.5908 -0.4467 -0.3 -3.5 -2.1
C -2.1953 -0.4081 0.0113 5.6 1.2 2.3
C 1.6294 -1.7365 -0.3254 3.6 1.9 3.1
C -3.2621 -0.6265 -0.5130 -3.3 -0.7 -1.7
H -1.3645 0.9731 1.1434 -0.4 0.4 1.4
H 2.6491 -1.7409 0.1468 -0.7 -1.1 -0.7
H -0.4914 2.0305 -0.6319 -0.9 1.1 -0.4
H 1.3035 -2.5176 -0.9065 -1.3 -1.4 -1.8
H 0.9688 1.2890 -1.4227 -0.8 0.8 1.2
H 1.1232 2.1469 0.1161 1.0 1.1 1.2
H -1.0356 -0.6160 1.6115 0.3 -3.0 4.0
```
Positions in Å, forces in eV/Å.

Calculated values
**ΔE to the lowest compared entry with this formula, charge and spin**: 236.1 kcal per mole
**Total charge**: +1
**LUMO level (spin up / spin down)**: -6.60 / -6.60 eV
**Largest force on an atom**: 6.20 eV/A

Record 6
Below is a gas-phase ion, C5H7N2 (charge +1) in a non-equilibrium geometry, with properties calculated with the ωB97M-V functional and the def2-TZVPD basis.

Geometry as XYZ:
```
14
Properties=species:S:1:pos:R:3:forces:R:3
N -0.1433 -0.3479 -0.6612 -0.4 2.3 -0.2
N -0.4551 1.8331 0.2134 0.3 -1.7 -3.1
C -0.2728 0.9335 -0.7854 0.5 -1.4 1.8
C 0.0869 -1.5955 -0.9067 -5.2 -0.8 0.0
C -0.7278 1.7852 1.5466 -0.4 0.9 1.9
C -0.8781 0.7975 2.3463 0.4 -0.2 -1.6
C 1.2537 -2.1859 -0.8633 5.3 2.1 0.4
H -0.8321 2.8133 1.9120 0.0 -0.1 0.2
H -0.7093 2.6643 -0.2274 -0.2 2.0 -0.3
H 2.1922 -1.5578 -0.8054 -1.1 -0.8 -0.1
H 1.3793 -3.1936 -0.7553 0.1 -2.5 -0.2
H -0.9234 0.1766 3.1598 -0.3 -1.0 1.6
H -0.1371 1.4560 -1.7223 -0.1 -0.5 -0.5
H -0.7981 -2.3331 -1.0057 1.0 1.7 0.1
```
Positions in Å, forces in eV/Å.

Calculated values
**ΔE to the lowest compared entry with this formula, charge and spin**: 157.2 kcal per mole
**Total charge**: +1
**LUMO level (spin up / spin down)**: -6.81 / -4.12 eV
**Largest force on an atom**: 5.75 eV/A

Record 7
Below is a molecular structure, C5H7N2 in a non-equilibrium geometry, with properties calculated with the ωB97M-V functional and the def2-TZVPD basis.

Geometry as XYZ:
```
14
Properties=species:S:1:pos:R:3:forces:R:3
N 0.8417 -1.5016 0.4288 -1.1 -3.0 -0.9
N 0.4651 0.4039 0.1897 -0.6 -0.4 -0.5
C 1.5658 -0.3789 0.7531 -2.9 -0.9 -1.6
C 0.2670 1.8107 -0.0183 -1.4 0.2 -1.4
C -0.1690 -0.7349 -0.1200 3.0 0.6 0.9
C -1.4742 -0.9710 -0.6230 -2.5 -1.1 -2.1
C 2.4311 0.3196 1.3555 3.0 1.8 1.8
H -1.8485 -0.3680 -1.5619 1.4 -1.3 1.5
H -0.6836 2.2058 0.3648 0.2 -0.5 0.1
H -2.0695 -0.4994 0.1419 -0.8 -0.2 0.6
H 1.0503 2.2706 0.4763 1.4 1.2 1.0
H -1.7407 -2.1019 -0.7155 0.5 2.2 0.1
H 0.3468 2.0789 -1.0846 0.0 -0.3 0.3
H 1.0177 -2.5338 0.4131 -0.1 1.7 0.2
```
Positions in Å, forces in eV/Å.

Calculated values
**ΔE to the lowest compared entry with this formula, charge and spin**: 170.6 kcal per mole
**Total charge**: +1
**LUMO level**: -6.22 eV
**Largest force on an atom**: 3.97 eV/A

Record 8
Below is a molecular structure, C5H7N2 in a non-equilibrium geometry, with properties calculated with the ωB97M-V functional and the def2-TZVPD basis.

Geometry as XYZ:
```
14
Properties=species:S:1:pos:R:3:forces:R:3
N 0.5719 0.3089 -1.2697 0.1 0.0 -1.8
N -0.1541 -0.1324 -0.2568 -0.7 -2.5 3.8
C -1.2624 -0.8330 -0.6055 -0.6 0.7 -2.2
C 0.6078 -0.1980 1.0140 -1.6 1.6 0.9
C -1.3458 -0.7839 -2.0494 -3.0 -2.8 2.8
C -0.1126 -0.2198 -2.1934 3.8 3.1 -5.5
C 1.0605 1.2641 1.3297 -1.7 -0.2 1.1
H 1.7408 1.3592 2.2316 -0.5 -0.3 -1.6
H 0.1007 1.7739 1.6288 1.0 -0.2 -0.3
H -2.1137 -1.2791 -2.7600 1.7 1.1 1.3
H 1.4288 -0.8164 0.7890 1.2 -0.9 -0.3
H -1.8546 -1.4493 -0.0022 -0.7 -0.2 1.4
H -0.0345 -0.6614 1.7790 0.3 0.2 -0.3
H 1.3674 1.6671 0.3650 0.7 0.4 0.6
```
Positions in Å, forces in eV/Å.

Calculated values
**ΔE to the lowest compared entry with this formula, charge and spin**: 76.7 kcal per mole
**Total charge**: +1
**<S²>**: 2.037
**LUMO level (spin up / spin down)**: -4.24 / -9.04 eV
**Largest force on an atom**: 7.41 eV/A
**Spin multiplicity**: 3

Record 9
Below is a gas-phase ion, C5H7N2 (charge +1) in a non-equilibrium geometry, with properties calculated with the ωB97M-V functional and the def2-TZVPD basis.

Geometry as XYZ:
```
14
Properties=species:S:1:pos:R:3:forces:R:3
N 0.7635 -2.0437 1.3889 0.3 -0.7 1.0
N 0.9438 -1.0373 -0.6171 -3.5 3.1 2.2
C 1.2687 -2.0437 0.1458 -1.6 2.1 0.7
C -0.7080 1.8913 -0.9802 2.1 2.5 1.6
C -0.6797 1.0372 0.1362 -4.2 3.9 3.4
C -0.1665 -0.1781 0.4117 4.9 -6.3 -0.7
C -0.0571 -1.0461 1.5649 0.2 1.5 -4.1
H -1.3834 1.4769 0.9872 1.7 -1.3 -1.3
H -0.4423 3.0032 -0.5833 -0.3 -2.4 -1.4
H 1.9227 -2.7637 -0.0769 2.4 -2.7 -1.4
H -1.6366 1.9271 -1.4026 -3.1 0.6 -0.8
H 0.9615 -0.8579 -1.6123 0.4 -0.4 0.1
H -0.1734 1.4410 -1.7343 2.1 0.0 -2.0
H -0.6131 -0.8063 2.3720 -1.4 0.2 2.9
```
Positions in Å, forces in eV/Å.

Calculated values
**ΔE to the lowest compared entry with this formula, charge and spin**: 65.2 kcal per mole
**Total charge**: +1
**<S²>**: 2.006
**LUMO level (spin up / spin down)**: -3.62 / -9.11 eV
**Largest force on an atom**: 7.98 eV/A
**Spin multiplicity**: 3

Record 10
Below is 2 unconnected molecules or ions with the total composition C5H7N2O in a non-equilibrium geometry, with properties calculated with the ωB97M-V functional and the def2-TZVPD basis.

Geometry as XYZ:
```
15
Properties=species:S:1:pos:R:3:forces:R:3
O -1.1195 0.9937 1.3337 -0.6 -1.0 -0.5
N -0.0423 -0.2380 -1.2077 -1.8 0.3 -1.1
N 1.8806 -0.3604 -0.2287 0.9 0.0 -0.6
C -1.1598 0.5422 -1.4348 0.4 0.6 -0.6
C 1.4025 -1.6316 -0.3884 -3.0 -1.8 -1.3
C 1.0189 0.4295 -0.7808 0.5 4.8 -0.1
C 0.1733 -1.6025 -1.0950 4.3 1.2 3.0
C -1.6928 1.4664 2.2697 2.7 3.0 2.1
H -1.0690 1.9955 3.1153 -0.5 -1.4 -0.9
H -2.6934 1.8100 2.4249 -1.6 -0.8 -0.8
H 2.8667 -0.1386 -0.0302 -0.9 0.0 0.3
H 1.0708 1.5727 -0.9544 0.0 -2.3 0.6
H 1.8305 -2.4193 0.1657 0.6 -0.9 0.0
H -0.4778 -2.3333 -1.4433 -1.0 -1.1 -0.2
H -1.9886 -0.0862 -1.7458 -0.2 -0.6 0.2
```
Positions in Å, forces in eV/Å.

Calculated values
**ΔE to the lowest compared entry with this formula, charge and spin**: 97.1 kcal per mole
**Total charge**: +1
**LUMO level**: -5.19 eV
**Largest force on an atom**: 5.39 eV/A

Record 11
Below is a molecular structure, C5H7N2O in a non-equilibrium geometry, with properties calculated with the ωB97M-V functional and the def2-TZVPD basis.

Geometry as XYZ:
```
15
Properties=species:S:1:pos:R:3:forces:R:3
O -1.3746 1.8623 0.3239 0.7 0.0 -0.6
N -0.1416 -0.0623 -0.8021 -1.7 3.9 3.6
N -0.5231 1.0625 0.5402 0.1 -1.6 -0.4
C 0.1087 0.7295 1.6531 -0.8 0.6 0.7
C 1.0587 -1.3201 0.7759 1.3 -2.5 1.6
C 0.5899 -1.0512 -0.4981 0.1 -1.1 -2.8
C 0.7523 -0.5010 1.8344 0.2 0.5 -1.8
C -0.7653 0.4379 -1.9335 -0.4 4.0 0.3
H -0.0150 1.3293 2.5937 -0.4 -0.1 -1.6
H -0.0908 0.8243 -2.6411 1.3 0.1 -1.0
H -1.4354 -0.1682 -2.3647 -2.2 -2.9 -1.5
H 0.9230 -0.5523 2.8794 0.9 -1.3 0.6
H -1.4427 1.3826 -1.7754 1.3 -1.5 0.8
H 0.7309 -1.6641 -1.4461 0.4 0.1 1.6
H 1.6250 -2.3092 0.8604 -0.9 1.7 0.2
```
Positions in Å, forces in eV/Å.

Calculated values
**ΔE to the lowest compared entry with this formula, charge and spin**: 97.6 kcal per mole
**Total charge**: +1
**LUMO level (spin up / spin down)**: -5.67 / -5.67 eV
**Largest force on an atom**: 5.61 eV/A

Record 12
Below is a molecular structure, C5H7N3 in a non-equilibrium geometry, with properties calculated with the ωB97M-V functional and the def2-TZVPD basis.

Geometry as XYZ:
```
15
Properties=species:S:1:pos:R:3:forces:R:3
N 0.1338 0.6816 -0.3208 -5.4 -1.9 1.5
N -2.1424 1.4617 -0.1334 -1.2 -3.0 -2.2
N 2.2420 0.5088 -0.5247 1.0 -1.5 -1.8
C 1.6770 -0.8335 -0.4760 3.8 0.2 0.1
C -0.9013 1.6363 -0.1921 -1.2 1.8 3.3
C 1.2111 1.2980 -0.4987 5.1 1.8 -1.3
C -0.5892 -1.6702 0.7828 1.1 -3.5 -1.5
C 0.4139 -0.7554 -0.1348 -5.0 0.7 2.7
H 2.2749 -1.8090 -0.6515 -0.8 2.2 0.8
H -0.4833 2.8331 0.2769 -1.3 -3.8 -1.7
H -1.2256 -2.4503 -0.1975 1.5 2.4 3.8
H -1.1736 -1.2568 1.6758 0.1 0.4 -2.4
H -2.4581 0.4237 -0.5507 1.3 3.2 1.6
H 0.0253 -2.4486 1.6025 -1.0 1.9 -3.2
H 0.9955 2.3805 -0.6577 2.1 -0.8 0.1
```
Positions in Å, forces in eV/Å.

Calculated values
**ΔE to the lowest compared entry with this formula, charge and spin**: 146.6 kcal per mole
**LUMO level**: 0.67 eV
**Largest force on an atom**: 5.89 eV/A

Per-record energy, Ha: -249.39421; -249.32866; -303.82956; -303.83882; -303.64278; -303.76840; -303.74716; -303.73720; -303.75567; -379.04797; -379.04713; -358.78476